308
Properties=species:S:1:pos:R:3:forces:R:3 method="wB97M-V/def2-TZVPD" homo_lumo_gap_ev=7.876 e_homo_ev=-7.75 lumo_energy_ev=0.13 multiplicity=1
Cl -0.953 -0.338 2.246 0.138 -0.175 0.419
C -1.368 -0.310 0.519 0.152 0.271 -0.278
C -0.227 0.304 -0.308 -0.470 0.310 1.246
Cl -0.467 -0.227 -1.935 -0.090 -0.407 -1.579
H -2.304 0.247 0.490 0.099 0.007 -0.409
H -1.542 -1.319 0.144 0.012 -0.095 0.378
H 0.742 -0.051 0.042 -0.113 0.079 0.018
H -0.247 1.394 -0.307 0.147 -0.233 0.210
Cl -3.117 -4.520 5.273 0.179 0.377 -0.595
C -1.781 -3.600 4.423 -0.047 -1.901 0.884
C -1.079 -2.723 5.433 -0.225 1.267 -1.363
Cl -2.063 -1.321 5.932 -0.619 0.316 0.159
H -2.125 -3.237 3.454 -0.234 0.944 0.686
H -1.100 -4.385 4.094 0.319 -0.152 0.348
H -0.320 -2.222 4.833 0.691 -0.331 0.462
H -0.747 -3.149 6.380 0.124 -0.500 -0.639
O 3.696 5.412 -2.893 0.339 -0.537 -0.970
P 3.968 4.099 -3.559 -0.027 -1.461 0.112
N 3.200 3.850 -5.080 0.911 -1.241 2.740
C 2.989 2.487 -5.630 -0.728 1.306 -0.151
C 2.852 4.954 -5.913 -1.138 -0.064 0.252
N 3.354 2.799 -2.576 1.048 0.826 -1.403
C 1.976 2.449 -2.446 -0.352 0.605 0.071
C 4.130 2.220 -1.510 1.028 -0.007 -0.166
N 5.662 3.816 -3.803 -1.295 1.251 0.386
C 6.195 2.815 -4.715 -0.176 0.399 0.312
C 6.604 4.284 -2.769 -0.590 -0.465 0.094
H 3.363 2.508 -6.654 0.474 -0.502 -0.005
H 1.913 2.366 -5.749 -0.265 -0.256 0.112
H 3.351 1.661 -5.018 0.286 0.312 -0.181
H 3.442 4.928 -6.830 0.346 0.910 0.100
H 2.742 5.823 -5.265 1.270 0.545 -0.435
H 1.809 4.927 -6.229 -0.326 -0.762 -0.316
H 1.608 2.642 -1.439 -0.085 0.524 0.357
H 1.418 3.087 -3.131 -0.476 -0.629 -0.267
H 1.853 1.368 -2.512 -0.317 -0.092 -0.865
H 3.486 1.627 -0.860 -0.013 0.273 0.191
H 4.871 1.517 -1.891 0.283 -0.088 -0.062
H 4.652 2.995 -0.950 -0.007 -0.152 0.422
H 7.167 3.136 -5.090 0.123 0.160 0.147
H 6.345 1.890 -4.159 -0.118 -0.485 -0.445
H 5.565 2.736 -5.601 -0.118 -0.422 0.281
H 6.262 5.235 -2.361 -0.003 -0.120 0.040
H 7.630 4.396 -3.121 -0.171 0.128 -0.562
H 6.671 3.532 -1.983 0.022 0.062 0.402
O -4.151 3.676 -6.581 0.440 -1.308 1.291
P -3.370 2.896 -5.568 0.335 -0.360 0.887
N -1.656 2.807 -5.864 -0.675 0.702 0.828
C -0.844 3.983 -5.489 -1.024 0.121 -0.323
C -1.095 1.984 -6.947 -1.097 -0.221 0.627
N -3.794 1.264 -5.243 -0.450 0.747 -1.173
C -2.886 0.259 -4.687 0.047 1.526 0.546
C -5.204 0.811 -5.371 1.031 -0.268 -1.253
N -3.578 3.549 -3.994 -0.502 2.108 -0.755
C -4.887 4.158 -3.558 0.807 -0.136 -2.462
C -2.840 3.180 -2.829 -0.024 -0.809 -0.237
H -0.163 3.829 -4.652 0.194 -0.406 -0.039
H -1.518 4.786 -5.191 -0.019 0.100 0.057
H -0.295 4.359 -6.352 0.094 -0.119 -0.040
H -1.108 2.421 -7.946 -0.123 0.507 0.030
H -1.761 1.122 -6.980 0.426 -0.379 -0.274
H -0.066 1.699 -6.727 -0.090 -0.175 0.219
H -2.074 0.777 -4.177 0.108 0.034 -0.007
H -3.436 -0.229 -3.883 0.157 -0.671 -0.261
H -2.386 -0.381 -5.415 -0.545 -0.427 -0.092
H -5.604 0.383 -4.452 0.084 0.195 0.155
H -5.893 1.525 -5.822 0.326 0.553 0.468
H -5.179 0.041 -6.142 -0.261 -0.546 0.152
H -5.144 4.901 -4.312 -0.073 0.235 0.118
H -5.694 3.429 -3.642 -0.100 -0.184 0.717
H -4.786 4.653 -2.592 -0.039 -0.351 -0.044
H -3.358 2.326 -2.392 0.434 -0.483 0.552
H -2.903 3.995 -2.108 0.395 0.013 0.069
H -1.811 2.946 -3.100 0.073 -0.143 0.349
O 5.385 -3.329 1.681 -0.437 2.017 0.452
P 5.028 -1.880 1.490 -0.462 0.862 0.863
N 3.768 -1.247 2.505 0.080 -1.235 -1.383
C 2.988 -0.036 2.139 1.486 -0.351 1.060
C 3.183 -2.091 3.522 -0.204 0.050 0.669
N 4.509 -1.502 -0.055 1.463 0.610 -0.508
C 5.550 -1.654 -1.112 -0.350 0.057 0.322
C 3.246 -2.003 -0.521 -0.602 -0.096 0.714
N 6.244 -0.739 1.788 0.437 0.441 -1.822
C 6.308 0.666 1.284 -1.000 -0.965 -0.069
C 6.969 -0.909 3.014 -0.046 -1.354 0.843
H 3.612 0.842 2.308 0.029 0.208 -0.276
H 2.221 0.029 2.911 -0.469 0.105 -0.573
H 2.655 -0.026 1.102 -0.328 -0.069 0.181
H 3.444 -1.765 4.528 0.628 -0.014 0.230
H 3.461 -3.138 3.401 0.016 0.122 0.007
H 2.100 -1.988 3.585 -0.399 -0.272 -0.680
H 5.259 -1.091 -1.999 -0.229 -0.059 -0.073
H 6.536 -1.285 -0.829 -0.194 0.002 0.404
H 5.640 -2.712 -1.355 0.105 -0.093 -0.230
H 2.772 -1.299 -1.205 0.140 -0.033 -0.324
H 3.337 -2.998 -0.957 -0.020 -0.082 -0.329
H 2.563 -2.109 0.322 -0.039 0.021 0.098
H 7.262 0.942 0.835 0.449 -0.241 0.550
H 5.625 0.822 0.449 -0.421 -0.125 0.278
H 6.036 1.313 2.118 0.176 0.382 -0.294
H 7.744 -0.172 3.226 -0.059 0.030 -0.540
H 7.389 -1.915 3.007 0.446 0.049 0.120
H 6.303 -0.918 3.877 -0.273 0.315 0.308
O 3.331 -0.810 -5.792 -0.379 -1.109 -0.658
P 2.557 -2.051 -6.099 0.261 -2.158 -1.289
N 1.806 -2.076 -7.634 0.799 1.418 0.486
C 0.868 -3.038 -8.109 -0.427 -0.516 1.297
C 2.275 -1.170 -8.684 0.492 0.736 0.984
N 1.283 -2.393 -5.064 -0.693 0.024 -2.463
C 1.643 -2.777 -3.747 -0.538 -0.579 1.966
C 0.008 -1.608 -5.226 0.503 -1.057 1.134
N 3.512 -3.516 -6.149 0.472 1.083 0.833
C 2.970 -4.926 -6.265 0.228 2.191 -0.125
C 5.021 -3.321 -6.190 -1.538 0.868 -0.132
H 1.252 -3.581 -8.973 -0.275 0.047 -0.238
H -0.092 -2.543 -8.253 -0.247 -0.091 -0.797
H 0.650 -3.758 -7.320 0.177 -0.233 0.025
H 3.357 -1.220 -8.801 0.108 -0.384 -0.414
H 2.133 -0.135 -8.372 -0.335 0.203 -0.114
H 1.754 -1.329 -9.629 0.089 -0.176 0.152
H 2.307 -3.635 -3.653 0.659 0.303 -0.700
H 1.992 -1.954 -3.123 0.257 0.122 -0.049
H 0.800 -3.216 -3.214 -0.521 0.472 -0.056
H 0.164 -0.646 -4.738 -0.448 0.309 -0.372
H -0.488 -1.584 -6.197 1.202 0.417 -0.571
H -0.796 -2.151 -4.729 0.252 -0.075 0.876
H 2.676 -5.125 -7.295 0.444 -0.270 -0.201
H 3.761 -5.581 -5.900 -0.387 -0.217 -0.060
H 2.035 -5.021 -5.713 0.269 -0.115 0.442
H 5.301 -2.591 -6.949 -0.152 -0.319 -0.683
H 5.539 -4.260 -6.382 -0.135 0.098 0.296
H 5.365 -2.758 -5.323 0.046 -0.738 0.592
O 3.560 2.348 7.208 1.003 -0.575 1.215
P 2.300 3.034 6.975 -1.231 1.405 -1.752
N 1.898 4.251 8.121 -0.515 -0.732 -0.999
C 2.948 4.851 8.916 0.607 -0.139 -0.007
C 0.730 5.129 7.935 0.102 -0.361 -0.466
N 1.034 1.943 6.803 -0.387 2.201 -0.679
C -0.279 2.266 6.304 -0.623 0.402 0.138
C 1.278 0.582 6.983 1.568 -3.103 0.753
N 2.329 3.825 5.447 -0.534 -0.348 0.648
C 3.169 5.024 5.364 -0.076 -0.454 0.062
C 2.402 2.952 4.253 -0.463 0.791 0.445
H 3.519 5.599 8.365 0.097 0.216 -0.168
H 3.658 4.090 9.238 -0.118 0.017 0.085
H 2.518 5.361 9.778 -0.030 -0.238 0.126
H 0.854 6.005 8.570 -0.161 -0.102 -0.025
H -0.226 4.646 8.142 0.093 -0.231 0.506
H 0.597 5.465 6.906 0.390 0.216 -0.265
H -0.603 1.558 5.541 0.007 -0.226 0.014
H -0.994 2.266 7.127 -0.241 -0.358 -0.023
H -0.398 3.251 5.852 0.631 0.189 -0.025
H 1.953 0.107 6.272 0.812 0.569 -0.354
H 1.714 0.385 7.962 0.068 -0.097 0.079
H 0.501 -0.173 6.863 -1.229 1.009 0.317
H 2.580 5.916 5.575 0.145 0.155 0.166
H 4.033 4.939 6.022 0.087 0.255 0.171
H 3.578 5.116 4.357 -0.121 -0.024 -0.071
H 1.531 2.296 4.265 0.187 -0.223 -0.122
H 3.335 2.395 4.164 0.064 -0.147 0.161
H 2.308 3.606 3.386 -0.050 -0.268 0.006
O 1.056 -7.314 -4.408 -0.718 -0.571 -0.833
P -0.229 -7.327 -5.152 -2.675 0.916 0.221
N -1.048 -8.900 -5.286 0.196 2.215 -0.140
C -2.108 -9.154 -6.289 1.264 -0.409 -0.128
C -0.783 -9.906 -4.266 0.641 -0.014 0.218
N -0.097 -6.651 -6.745 0.543 -0.793 2.514
C -1.197 -5.956 -7.395 0.028 0.756 0.831
C 0.920 -7.247 -7.586 -1.221 -0.464 -1.603
N -1.381 -6.250 -4.354 -0.539 -1.967 -1.700
C -0.935 -5.037 -3.778 1.442 0.166 0.770
C -2.840 -6.466 -4.195 0.924 -0.833 -0.220
H -2.389 -10.206 -6.277 -0.213 0.016 0.629
H -1.671 -9.115 -7.287 -0.101 0.662 -0.235
H -2.995 -8.526 -6.211 0.063 -0.015 0.051
H -1.548 -10.674 -4.145 -0.365 0.283 -0.428
H -0.663 -9.466 -3.276 0.077 0.139 -0.031
H 0.141 -10.429 -4.513 0.126 -0.126 0.189
H -2.136 -6.507 -7.439 0.014 -0.173 -0.202
H -1.361 -5.051 -6.810 -0.446 0.046 0.123
H -0.943 -5.559 -8.378 0.281 -0.527 -0.143
H 1.916 -7.498 -7.221 -0.331 0.487 0.676
H 0.470 -8.158 -7.979 0.410 -0.551 -0.337
H 0.971 -6.583 -8.449 0.608 -0.001 -0.089
H -0.778 -5.220 -2.715 0.119 0.488 0.387
H 0.035 -4.783 -4.206 -0.037 0.210 -0.016
H -1.621 -4.194 -3.860 -0.174 -0.094 -0.335
H -3.249 -6.740 -5.167 -0.434 0.106 0.146
H -3.345 -5.599 -3.771 0.311 0.258 -0.357
H -3.051 -7.255 -3.473 0.001 -0.331 -0.059
O -6.617 2.484 7.289 0.360 -0.031 0.043
P -5.477 2.996 8.075 2.448 0.341 0.947
N -4.703 1.696 9.017 -1.611 1.909 -0.007
C -3.805 1.998 10.130 0.406 -0.291 -0.772
C -4.916 0.266 8.695 0.114 1.586 -0.909
N -5.792 4.348 9.132 1.547 -2.283 0.965
C -6.408 4.052 10.455 0.517 -1.030 -0.875
C -5.964 5.703 8.699 -0.614 0.173 -1.723
N -4.199 3.621 7.046 -0.672 0.224 0.966
C -2.920 4.217 7.588 -1.122 -0.536 -0.542
C -3.986 2.901 5.779 -0.094 -0.358 0.504
H -2.778 1.760 9.853 0.342 0.093 -0.126
H -3.984 1.357 10.993 -0.485 0.133 0.193
H -3.837 3.055 10.394 -0.092 -0.128 0.061
H -5.786 0.250 8.038 -0.182 -0.400 0.285
H -5.017 -0.363 9.580 -0.145 0.159 0.019
H -4.078 -0.058 8.079 0.195 -0.433 0.172
H -6.424 4.950 11.072 -0.670 0.017 -0.342
H -7.321 3.493 10.251 -0.727 0.781 0.538
H -5.850 3.332 11.053 0.514 0.008 -0.236
H -7.015 5.857 8.452 -0.285 0.290 0.000
H -5.681 6.520 9.363 0.346 -0.509 0.543
H -5.431 5.852 7.760 0.122 0.003 0.006
H -3.039 5.072 8.254 -0.578 -0.039 -0.049
H -2.300 3.498 8.123 -0.046 -0.204 -0.088
H -2.381 4.570 6.709 0.178 -0.007 0.057
H -3.169 2.182 5.849 0.387 0.049 0.050
H -3.787 3.584 4.953 0.125 0.224 0.035
H -4.835 2.282 5.487 -0.157 0.285 0.436
O 1.832 -7.947 2.162 -0.873 1.507 0.051
P 0.748 -7.150 1.513 -1.560 0.109 -0.733
N -0.722 -7.077 2.427 2.791 -0.786 0.514
C -2.045 -6.756 1.983 1.004 0.033 0.107
C -0.649 -7.604 3.811 -0.006 -0.844 -1.245
N 0.241 -7.864 0.051 -0.612 -0.131 0.514
C 0.936 -7.592 -1.195 -1.180 1.310 -0.656
C -0.523 -9.143 -0.041 0.049 0.870 1.196
N 1.094 -5.495 1.154 0.291 -1.485 -0.719
C 2.402 -4.926 1.465 -0.692 -0.445 0.823
C 0.174 -4.535 0.518 -0.451 -1.897 1.041
H -2.345 -5.938 2.639 -0.866 0.199 -0.382
H -2.647 -7.648 2.160 -0.670 0.172 -0.381
H -1.964 -6.468 0.935 -0.657 -0.010 0.074
H -0.384 -8.659 3.738 0.436 -0.121 0.265
H -1.657 -7.659 4.222 0.086 0.714 0.302
H 0.101 -7.098 4.419 -0.339 0.087 0.179
H 0.434 -6.771 -1.707 -0.082 0.623 0.043
H 1.963 -7.235 -1.117 0.213 -0.882 0.008
H 0.662 -8.357 -1.923 1.209 -0.457 0.227
H 0.131 -10.010 0.050 0.096 -0.075 -0.405
H -1.260 -9.253 0.754 0.166 0.317 0.387
H -1.150 -9.161 -0.933 0.404 0.018 -0.320
H 2.251 -3.852 1.572 0.280 0.011 -0.139
H 2.635 -5.298 2.463 0.792 0.015 -0.169
H 3.171 -5.158 0.728 0.129 0.110 0.139
H 0.698 -3.876 -0.173 -0.163 0.002 0.040
H -0.341 -4.039 1.341 0.022 0.891 -0.142
H -0.625 -5.106 0.045 0.099 0.227 -0.587
O 6.068 3.924 1.853 -1.035 1.454 0.026
C 5.123 4.680 1.682 2.119 -0.846 -0.067
O 3.900 4.187 1.583 -0.813 -1.778 0.222
C 2.927 5.107 1.145 0.643 1.030 -0.608
C 3.766 6.280 0.670 -0.766 1.627 -0.421
C 5.072 6.177 1.430 -0.329 0.304 0.102
H 2.337 5.460 1.991 -0.250 -0.474 -0.007
H 2.306 4.706 0.344 0.041 -0.355 0.312
H 3.144 7.125 0.968 0.474 0.576 -0.169
H 3.970 6.416 -0.392 -0.383 -0.703 -0.163
H 4.955 6.771 2.337 0.343 -0.410 0.429
H 5.923 6.590 0.889 0.042 -0.398 0.088
O -3.622 -4.184 -1.603 -1.149 0.711 0.848
C -4.086 -3.718 -0.572 0.645 -1.115 -2.681
O -3.362 -3.814 0.519 0.864 0.020 2.024
C -3.954 -3.123 1.629 -0.155 0.749 0.050
C -5.332 -2.757 1.139 -1.352 1.529 1.926
C -5.387 -2.973 -0.334 0.146 -1.151 -0.696
H -3.421 -2.205 1.878 0.561 -0.015 -0.452
H -3.984 -3.670 2.571 0.114 -0.726 -0.458
H -5.561 -1.747 1.478 0.152 0.295 -0.362
H -6.074 -3.313 1.712 -0.106 -0.505 -0.495
H -5.410 -2.180 -1.081 0.006 0.539 0.589
H -6.255 -3.595 -0.555 0.256 -0.242 -0.372
O 0.710 2.806 1.283 -2.873 2.708 0.904
C -0.232 3.584 1.576 4.061 -1.759 -0.511
O -0.020 4.632 2.451 0.347 -0.500 -0.114
C -1.260 5.196 2.909 -0.856 -1.026 -1.011
C -2.243 4.208 2.296 -2.892 0.127 -0.093
C -1.644 3.530 1.083 1.351 0.616 1.006
H -1.470 6.200 2.540 0.674 -0.017 -0.371
H -1.393 5.239 3.990 0.735 -0.333 0.110
H -3.152 4.749 2.031 -0.223 -0.057 0.026
H -2.559 3.395 2.949 0.205 0.182 0.515
H -1.673 4.151 0.187 -0.270 -0.201 -0.170
H -1.900 2.477 0.962 -0.340 0.323 -0.283
O -1.109 6.765 -0.047 1.420 0.301 -1.268
C -0.443 6.806 -1.077 -1.495 -0.206 1.433
O 0.565 7.675 -1.304 -0.367 -0.240 0.629
C 0.880 7.706 -2.705 -0.372 0.871 -0.334
C 0.349 6.434 -3.254 0.907 -2.610 -1.141
C -0.627 5.872 -2.249 0.055 0.792 -0.333
H 1.949 7.822 -2.881 -0.091 0.049 0.395
H 0.325 8.547 -3.120 0.240 0.279 -0.021
H 1.162 5.715 -3.347 0.354 0.087 0.003
H -0.093 6.432 -4.251 0.032 0.689 0.026
H -0.408 4.868 -1.885 -0.060 -0.076 -0.239
H -1.593 5.913 -2.752 -0.448 -0.121 0.911
O -4.553 1.015 0.738 -1.392 1.070 2.235
C -5.309 1.623 1.511 1.165 -0.158 -1.763
O -5.468 1.368 2.807 1.377 -0.996 0.593
C -6.382 2.258 3.462 -1.862 -0.528 -1.863
C -7.313 2.621 2.225 0.498 0.913 0.921
C -6.300 2.696 1.090 0.119 -0.381 -0.157
H -5.843 3.047 3.985 -0.246 0.174 -0.498
H -7.005 1.705 4.165 0.520 -0.130 0.211
H -7.830 3.551 2.459 -0.111 -0.010 -0.377
H -8.047 1.840 2.025 0.075 -0.073 0.361
H -5.905 3.707 0.993 0.491 -0.155 0.112
H -6.546 2.356 0.084 -0.741 0.311 0.074